Below is an isolated molecule of C3H6FNOS2 at a distorted geometry, with properties calculated with wB97M-V/def2-TZVPD.

Output
- Electronic energy: -31131.28629 eV
- Orbital gap: 8.61 eV
- Energy above the lowest of the compared OMol25 structures with the same formula, charge and spin: 37.8 kcal/mol
- LUMO energy: -0.2 eV
- SMILES string: OC[C@@H](F)C(=S)NS

```
! RIJCOSX wB97M-V def2-TZVPD def2/J DEFGRID3
* xyz 0 1
C -1.56 0.10 -0.64
C -0.56 -0.06 0.46
C 0.91 0.50 0.19
H -3.40 0.37 -0.76
H -1.21 1.22 -0.96
H -1.23 -0.69 -1.34
H -1.04 0.40 1.31
H 1.33 -1.37 0.26
H 3.75 -0.23 1.23
N 1.75 -0.45 -0.26
O -2.88 -0.13 -0.15
F -0.31 -1.35 0.74
S 1.03 2.15 0.21
S 3.41 -0.46 -0.27
*
```



Below is a cluster of 2 separate species, C3H6FOP in total at a distorted geometry, with properties calculated with wB97M-V/def2-TZVPD.

Output
- Electronic energy: -17259.42079 eV
- Orbital gap: 8.90 eV
- Energy above the lowest of the compared OMol25 structures with the same formula, charge and spin: 45.3 kcal/mol
- LUMO energy: -0.6 eV
- SMILES string: C/C=C\F.O=P

```
! RIJCOSX wB97M-V def2-TZVPD def2/J DEFGRID3
* xyz 0 1
C -1.37 1.03 0.28
C -1.59 -0.47 0.23
C -0.69 -1.35 -0.10
O 4.41 -0.31 0.07
F 0.65 -1.00 0.00
P 3.34 0.68 0.03
H -0.35 1.51 0.15
H -1.70 1.37 1.16
H -2.65 -0.94 0.23
H -0.96 -2.34 -0.28
H -1.98 1.38 -0.46
H 2.89 0.45 -1.29
*
```



Below is a cluster of 2 separate species, C3H6I2Si in total at a distorted geometry, with properties calculated with wB97M-V/def2-TZVPD.

Output
- Electronic energy: -27284.80931 eV
- Orbital gap (alpha / beta): 7.49 / 7.59 eV
- Energy above the lowest of the compared OMol25 structures with the same formula, charge and spin: 103.0 kcal/mol
- LUMO energy (alpha / beta): -1.5 / -0.3 eV

```
! RIJCOSX wB97M-V def2-TZVPD def2/J DEFGRID3
* xyz 0 1
C 0.42 -0.42 2.24
C -0.21 0.53 1.56
C 1.17 0.09 -2.48
Si -1.02 0.14 -0.05
I -3.05 1.64 -0.36
I -2.13 -2.04 -0.42
H 0.96 -0.19 3.07
H 0.62 -1.36 1.97
H 0.00 1.56 1.87
H 1.56 -0.55 -1.76
H 0.64 -0.55 -3.28
H 1.03 1.14 -2.36
*
```



Below is the ion C3H6IN2 with charge +1 at a distorted geometry, with properties calculated with wB97M-V/def2-TZVPD.

Output
- Electronic energy: -14279.27999 eV
- Orbital gap: 8.53 eV
- Energy above the lowest of the compared OMol25 structures with the same formula, charge and spin: 65.3 kcal/mol
- LUMO energy: -6.0 eV

```
! RIJCOSX wB97M-V def2-TZVPD def2/J DEFGRID3
* xyz 1 1
C -1.10 -1.10 -0.47
C 1.05 -0.34 -0.54
C -1.56 -0.03 0.45
N -0.02 -1.10 -1.04
N 0.51 0.46 0.56
I -2.47 -0.70 2.21
H -1.78 -1.85 -0.81
H 1.87 -0.94 -0.31
H 1.36 0.38 -1.33
H -1.71 0.97 0.15
H 0.55 -0.07 1.49
H 0.81 1.43 0.46
*
```



Below is the ion C3H6IN2S with charge +1 at a distorted geometry, with properties calculated with wB97M-V/def2-TZVPD.

Output
- Electronic energy: -25113.36861 eV
- Orbital gap: 7.96 eV
- Energy above the lowest of the compared OMol25 structures with the same formula, charge and spin: 82.5 kcal/mol
- LUMO energy: -5.7 eV

```
! RIJCOSX wB97M-V def2-TZVPD def2/J DEFGRID3
* xyz 1 1
C -1.89 -0.32 0.01
C 0.83 -0.04 0.62
C 1.50 0.72 -0.51
N -1.27 -1.35 -0.39
N -0.25 0.50 1.28
S 0.34 -1.75 -0.02
I -3.74 0.43 -0.15
H 1.56 -0.34 1.40
H 0.86 0.76 -1.40
H 2.45 0.25 -0.77
H 1.71 1.74 -0.20
H -1.70 -2.09 -0.95
H -0.40 1.49 1.09
*
```



Below is a structure of composition C3H6INO at a distorted geometry, with properties calculated with wB97M-V/def2-TZVPD.

Output
- Electronic energy: -14842.61952 eV
- Orbital gap (alpha / beta): 6.99 / 6.78 eV
- Energy above the lowest of the compared OMol25 structures with the same formula, charge and spin: 78.8 kcal/mol
- LUMO energy (alpha / beta): -1.1 / -1.0 eV

```
! RIJCOSX wB97M-V def2-TZVPD def2/J DEFGRID3
* xyz 0 1
C 1.07 -0.12 0.39
C 0.43 -1.08 -0.56
C -0.30 0.62 0.25
N -1.22 0.26 1.12
O -0.24 1.55 -0.64
I -3.37 -0.03 0.01
H 1.50 -0.31 1.39
H 1.78 0.47 -0.20
H 0.19 -0.62 -1.55
H 0.07 -2.06 -0.29
H -1.58 1.06 1.71
H -1.14 1.66 -1.13
*
```



Below is a cluster of 2 separate species, C3H6INO in total at a distorted geometry, with properties calculated with wB97M-V/def2-TZVPD.

Output
- Electronic energy: -14840.12599 eV
- Orbital gap (alpha / beta): 8.25 / 8.02 eV
- Energy above the lowest of the compared OMol25 structures with the same formula, charge and spin: 136.3 kcal/mol
- LUMO energy (alpha / beta): 0.2 / 0.0 eV

```
! RIJCOSX wB97M-V def2-TZVPD def2/J DEFGRID3
* xyz 0 1
C 1.06 1.57 -0.88
C 0.64 0.39 -0.54
C -1.35 0.41 1.25
N 0.63 -1.88 -0.01
O 0.75 -0.83 -0.99
I -3.07 -0.04 0.17
H 1.87 1.70 -1.59
H 0.66 2.47 -0.46
H -1.26 1.43 1.56
H -1.01 -0.37 1.91
H -0.28 -2.30 -0.17
H 1.35 -2.55 -0.25
*
```



Below is an isolated molecule of C3H6INO2 at a distorted geometry, with properties calculated with wB97M-V/def2-TZVPD.

Output
- Electronic energy: -16891.05614 eV
- Orbital gap: 9.57 eV
- Energy above the lowest of the compared OMol25 structures with the same formula, charge and spin: 73.7 kcal/mol
- LUMO energy: -0.3 eV
- SMILES string: NCC(=O)OCI

```
! RIJCOSX wB97M-V def2-TZVPD def2/J DEFGRID3
* xyz 0 1
N 1.93 -0.65 0.35
C 1.16 0.13 -0.72
C 0.04 1.11 -0.04
O 0.52 2.24 0.56
O -1.42 0.93 -0.04
C -1.81 -0.45 0.27
I -3.89 -0.66 -0.54
H 1.32 -0.69 1.20
H 2.78 -0.08 0.64
H 1.90 0.75 -1.40
H 0.62 -0.66 -1.43
H -1.94 -0.67 1.44
H -1.20 -1.29 -0.28
*
```



Below is an isolated molecule of C3H6INOS at a distorted geometry, with properties calculated with wB97M-V/def2-TZVPD.

Output
- Electronic energy: -25675.94670 eV
- Orbital gap (alpha / beta): 8.46 / 7.79 eV
- Energy above the lowest of the compared OMol25 structures with the same formula, charge and spin: 134.7 kcal/mol
- LUMO energy (alpha / beta): -0.6 / -0.8 eV

```
! RIJCOSX wB97M-V def2-TZVPD def2/J DEFGRID3
* xyz 0 1
C 0.18 1.18 0.76
C -0.13 -0.56 -1.03
C 0.87 0.41 -0.30
N -1.54 -0.75 0.77
O -0.80 -1.42 -0.09
S 2.17 -0.61 0.52
I -3.33 0.11 -0.01
H 0.42 1.13 1.84
H -0.38 2.03 0.60
H -0.75 0.12 -1.62
H 0.42 -1.12 -1.74
H 1.34 0.91 -1.20
H 1.52 -1.43 1.49
*
```



Below is an isolated molecule of C3H6INS at a distorted geometry, with properties calculated with wB97M-V/def2-TZVPD.

Output
- Electronic energy: -23630.16839 eV
- Orbital gap (alpha / beta): 7.89 / 8.59 eV
- Energy above the lowest of the compared OMol25 structures with the same formula, charge and spin: 24.2 kcal/mol
- LUMO energy (alpha / beta): 0.6 / -0.6 eV

```
! RIJCOSX wB97M-V def2-TZVPD def2/J DEFGRID3
* xyz 0 3
C -0.95 0.54 -0.03
C 0.28 1.15 0.60
C -0.84 -0.96 -0.14
N 1.84 -0.88 -0.08
S 1.74 0.68 -0.35
I -1.21 -1.99 -1.92
H -1.72 0.62 0.84
H -1.06 0.97 -0.98
H 0.25 2.18 0.53
H 0.43 0.91 1.72
H -1.03 -1.66 0.59
H 2.28 -1.54 -0.77
*
```



Below is a cluster of 2 separate species, C3H6IO3 in total at a distorted geometry, with properties calculated with wB97M-V/def2-TZVPD.

Output
- Electronic energy: -17453.88713 eV
- Orbital gap: 6.31 eV
- Energy above the lowest of the compared OMol25 structures with the same formula, charge and spin: 4.1 kcal/mol
- LUMO energy: 2.9 eV

```
! RIJCOSX wB97M-V def2-TZVPD def2/J DEFGRID3
* xyz -1 1
I -4.26 -1.97 -2.14
C 2.49 -0.07 1.16
O 1.56 0.64 0.35
C 0.39 0.04 0.09
O 0.10 -1.06 0.47
O -0.33 0.86 -0.64
C -1.72 0.56 -0.82
H 3.34 0.60 1.30
H 2.79 -1.01 0.69
H 2.00 -0.21 2.13
H -2.17 1.42 -1.31
H -2.28 0.54 0.12
H -1.92 -0.35 -1.38
*
```



Below is a cluster of 2 separate species, C3H6IP in total, with properties calculated with wB97M-V/def2-TZVPD.

Output
- Electronic energy: -20595.18230 eV
- Orbital gap (alpha / beta): 6.73 / 6.71 eV
- Energy above the lowest of the compared OMol25 structures with the same formula, charge and spin: 51.8 kcal/mol
- LUMO energy (alpha / beta): -1.6 / -1.6 eV

```
! RIJCOSX wB97M-V def2-TZVPD def2/J DEFGRID3
* xyz 0 1
C 0.69 0.68 -1.04
C -0.37 0.18 -0.42
C -0.33 -0.50 0.91
P 0.93 -0.99 -5.54
I 2.74 0.39 -6.21
H 1.67 0.63 -0.61
H 0.61 1.15 -2.00
H -1.35 0.26 -0.87
H -1.16 -0.16 1.53
H 0.60 -0.30 1.43
H -0.43 -1.58 0.80
*
```



Below is a structure of composition C3H6MgO3 at a distorted geometry, with properties calculated with wB97M-V/def2-TZVPD.

Output
- Electronic energy: -14790.39253 eV
- Orbital gap: 6.93 eV
- Energy above the lowest of the compared OMol25 structures with the same formula, charge and spin: 128.6 kcal/mol
- LUMO energy: -1.0 eV

```
! RIJCOSX wB97M-V def2-TZVPD def2/J DEFGRID3
* xyz 0 1
O 1.12 0.11 0.83
C 0.64 -1.11 0.26
C -0.59 -0.83 -0.60
O -1.44 0.04 0.09
C -0.94 1.37 0.23
Mg 1.22 1.82 -0.34
H 0.35 -1.67 1.16
H -1.12 -1.79 -0.76
H -0.34 -0.45 -1.60
H -1.18 1.72 1.25
H -1.64 1.98 -0.37
H 1.37 -1.73 -0.27
O 2.55 0.54 0.11
*
```



Below is the ion C3H6N with charge +1 at a distorted geometry, with properties calculated with wB97M-V/def2-TZVPD.

Output
- Electronic energy: -4687.97740 eV
- Orbital gap: 9.80 eV
- Energy above the lowest of the compared OMol25 structures with the same formula, charge and spin: 49.3 kcal/mol
- LUMO energy: -5.8 eV
- SMILES string: C=CC=[NH2+]

```
! RIJCOSX wB97M-V def2-TZVPD def2/J DEFGRID3
* xyz 1 1
C 1.99 0.23 -0.09
C 0.91 -0.53 -0.03
C -0.74 0.14 -0.05
N -2.08 -0.17 -0.06
H 2.92 -0.20 0.39
H 1.91 1.36 -0.19
H 0.81 -1.53 -0.16
H -0.76 1.22 0.34
H -2.66 0.62 0.07
H -2.30 -1.15 -0.22
*
```



Below is an isolated molecule of C3H6N2 at a distorted geometry, with properties calculated with wB97M-V/def2-TZVPD.

Output
- Electronic energy: -6184.47835 eV
- Orbital gap: 10.83 eV
- Energy above the lowest of the compared OMol25 structures with the same formula, charge and spin: 93.8 kcal/mol
- LUMO energy: 1.0 eV
- SMILES string: CC1(C)N=N1

```
! RIJCOSX wB97M-V def2-TZVPD def2/J DEFGRID3
* xyz 0 1
C -0.78 0.07 0.67
C -0.77 0.47 -1.19
C 0.43 -0.58 1.27
N -2.03 -0.61 0.92
N -1.94 0.51 1.36
H 0.25 0.30 -1.41
H -0.95 1.53 -1.24
H -1.40 -0.22 -1.50
H 0.24 -1.32 2.02
H 0.98 0.13 1.70
H 0.98 -1.05 0.56
*
```



Below is a cluster of 2 separate species, C3H6N2 in total at a distorted geometry, with properties calculated with wB97M-V/def2-TZVPD.

Output
- Electronic energy: -6185.40996 eV
- Orbital gap: 9.84 eV
- Energy above the lowest of the compared OMol25 structures with the same formula, charge and spin: 72.3 kcal/mol
- LUMO energy: 0.9 eV
- SMILES string: C=C=N.C=N

```
! RIJCOSX wB97M-V def2-TZVPD def2/J DEFGRID3
* xyz 0 1
C 2.20 -0.01 0.31
C -1.92 0.06 -0.35
C -2.50 -0.71 0.54
N 3.10 0.73 -0.07
N -1.36 0.51 -1.33
H 1.17 0.41 0.39
H -3.58 -0.85 0.34
H -1.94 -0.87 1.42
H -1.50 1.46 -1.78
H 4.01 0.44 -0.02
H 2.32 -1.15 0.56
*
```



Below is an isolated molecule of C3H6N2 at a distorted geometry, with properties calculated with wB97M-V/def2-TZVPD.

Output
- Electronic energy: -6183.95999 eV
- Orbital gap: 8.70 eV
- Energy above the lowest of the compared OMol25 structures with the same formula, charge and spin: 105.7 kcal/mol
- LUMO energy: -0.1 eV
- SMILES string: C=C/C=N\N

```
! RIJCOSX wB97M-V def2-TZVPD def2/J DEFGRID3
* xyz 0 1
C 0.73 -1.00 -0.08
C -0.06 -0.34 1.02
C -1.34 0.30 1.04
H 1.10 1.07 -2.41
H 0.50 1.02 -0.73
H 1.29 -1.70 0.37
H 0.30 -0.74 2.03
H -2.03 0.82 1.78
H -1.56 0.54 0.10
N 0.26 0.66 -1.74
N 0.80 -0.63 -1.39
*
```



Below is an isolated molecule of C3H6N2 at a distorted geometry, with properties calculated with wB97M-V/def2-TZVPD.

Output
- Electronic energy: -6184.40359 eV
- Orbital gap: 10.13 eV
- Energy above the lowest of the compared OMol25 structures with the same formula, charge and spin: 95.5 kcal/mol
- LUMO energy: 0.8 eV
- SMILES string: C=N/N=C\C

```
! RIJCOSX wB97M-V def2-TZVPD def2/J DEFGRID3
* xyz 0 1
C 0.46 0.50 1.70
C -0.53 0.72 0.90
C 0.19 -1.00 -1.87
H 1.44 -0.01 1.36
H -0.12 -0.22 2.38
H 1.04 1.26 2.28
H -1.31 1.34 1.18
H 1.27 -1.45 -2.30
H -0.79 -0.75 -2.36
N -0.75 0.21 -0.28
N 0.43 -0.42 -0.71
*
```



Below is an isolated molecule of C3H6N2 at a distorted geometry, with properties calculated with wB97M-V/def2-TZVPD.

Output
- Electronic energy: -6185.27356 eV
- Orbital gap: 10.52 eV
- Energy above the lowest of the compared OMol25 structures with the same formula, charge and spin: 75.4 kcal/mol
- LUMO energy: 1.2 eV
- SMILES string: C=NN1CC1

```
! RIJCOSX wB97M-V def2-TZVPD def2/J DEFGRID3
* xyz 0 1
C 1.89 0.02 -0.04
C -1.36 -0.70 0.09
C -0.84 0.76 0.00
H 1.77 0.98 -0.65
H 2.90 -0.33 0.40
H -1.10 -1.11 1.02
H -2.27 -1.05 -0.41
H -1.33 1.54 -0.53
H -0.40 1.10 0.90
N 0.96 -0.79 -0.07
N -0.22 -0.43 -0.70
*
```